The following is a quantum chemistry calculation of a structure of composition CHCoLiO2 in a non-equilibrium geometry, from OMol25.

Geometry as XYZ:
```
6
Properties=species:S:1:pos:R:3:forces:R:3:nbo_charge:R:1
H -1.48506 0.46799 -0.26288 -0.975 0.650 -0.053 0.562
O -0.96616 -0.18581 0.96718 -0.935 3.058 0.526 -0.383
C -0.27603 0.46524 0.10181 -0.373 -6.115 0.308 0.684
O 0.64383 -0.23803 -0.44335 0.386 2.990 0.604 -0.709
Li 1.44538 1.00404 -1.58194 1.356 0.827 -1.652 0.994
Co 0.63804 -1.51343 1.21918 0.542 -1.409 0.267 1.853
```
Forces are in eV/Å.

Output
E in Eh: -1577.89176
Total charge: +3
Energy relative to the best compared isomer or geometry (same formula, charge and spin) in kcal/mol: 42.7
2S+1: 5



The following is a quantum chemistry calculation of a structure of composition CHCuF3MgNO3S2 in a non-equilibrium geometry, from OMol25.

Geometry as XYZ:
```
13
Properties=species:S:1:pos:R:3:forces:R:3:nbo_charge:R:1
Mg 2.29575 0.69259 1.95586 -0.685 -0.366 -0.993 1.675
N 0.31750 -0.64936 0.26425 1.046 0.165 0.823 -1.302
S 1.76656 -1.10275 -0.31197 0.517 0.191 -0.115 1.366
O 2.84636 -0.74918 0.75403 -0.783 0.062 0.134 -1.141
S 0.31791 1.10495 0.63847 0.896 0.166 0.579 -0.382
O -2.68271 0.56268 -0.50179 -1.037 -2.188 -0.940 -0.382
C 1.58662 -2.93524 0.02351 0.267 -0.103 0.026 0.805
F 0.58207 -3.41385 -0.69445 -0.311 0.068 -0.164 -0.304
F 1.36471 -3.15944 1.30248 -0.055 0.044 0.220 -0.292
F 2.70766 -3.53318 -0.34439 0.034 0.145 -0.006 -0.288
Cu -1.46732 -0.78047 -0.17653 -0.358 -0.315 -0.509 1.268
O -3.23402 -0.80709 -0.97102 0.281 1.968 1.297 -0.533
H -3.36528 -0.68353 -1.91913 0.189 0.163 -0.354 0.511
```
Forces are in eV/Å.

Output
E in Eh: -3255.31990
Total charge: +1
Energy relative to the best compared isomer or geometry (same formula, charge and spin) in kcal/mol: 41.5
2S+1: 2



The following is a quantum chemistry calculation of a structure of composition CHDyF3NO4S2 in a non-equilibrium geometry, from OMol25.

Geometry as XYZ:
```
13
Properties=species:S:1:pos:R:3:forces:R:3:mulliken_charge:R:1
N -1.05389 1.90288 -0.10839 0.822 -0.581 -0.130 -0.450
S 0.55146 1.95372 0.62282 0.059 -0.892 -1.027 -0.288
O 3.31957 -0.82485 0.62744 -0.088 0.243 -1.861 -0.470
S -1.51915 0.57420 -0.73045 -1.784 0.479 -0.912 1.123
O -0.40786 -0.32856 -1.24026 1.227 0.297 0.256 -0.680
O -2.64348 0.72873 -1.65967 1.850 -0.298 1.356 -0.604
C -2.25469 -0.54554 0.58547 -0.108 0.454 -0.423 0.697
F -1.32343 -0.94086 1.44707 0.384 -0.129 0.261 -0.222
F -3.19015 0.12353 1.25111 0.009 0.037 -0.004 -0.220
F -2.81064 -1.62242 0.04044 0.009 -0.164 -0.093 -0.213
Dy 1.91600 0.08512 -0.79694 -1.498 0.249 1.543 1.345
O 4.11312 -0.82246 -0.67757 -0.883 0.502 0.718 -0.377
H 4.28422 -1.75178 -0.87331 0.002 -0.196 0.315 0.359
```
Forces are in eV/Å.

Output
E in Eh: -2375.33961
2S+1: 6



The following is a quantum chemistry calculation of a structure of composition CHErF3O in a non-equilibrium geometry, from OMol25.

Geometry as XYZ:
```
7
Properties=species:S:1:pos:R:3:forces:R:3:mulliken_charge:R:1
C -1.17545 -0.01089 -0.03005 0.889 0.007 0.007 0.584
F -1.75660 0.73040 -1.03309 1.129 -0.122 0.208 -0.240
F -1.81224 0.46492 1.09314 1.145 -0.083 -0.177 -0.240
F -1.76121 -1.24462 -0.20016 1.134 0.239 0.067 -0.240
H 0.31946 0.00332 0.00829 -3.473 -0.033 -0.082 0.072
Er 4.15218 0.03786 0.11034 -6.253 -0.052 -0.170 0.727
O 2.03386 0.01901 0.05154 5.429 0.043 0.148 -0.663
```
Forces are in eV/Å.

Output
E in Eh: -1428.42838
2S+1: 5



The following is a quantum chemistry calculation of the molecule CHF2N in a non-equilibrium geometry, from OMol25.

Geometry as XYZ:
```
5
Properties=species:S:1:pos:R:3:forces:R:3:nbo_charge:R:1
C 0.22039 -0.44335 -0.18513 -6.855 6.464 -1.766 0.389
N -0.79926 0.75446 -0.23719 4.648 -8.161 -2.188 -0.039
F 0.20251 -1.40693 -1.07290 0.282 0.796 0.766 -0.275
F -0.50680 1.37770 0.88486 0.530 1.740 2.264 -0.234
H 0.88316 -0.28187 0.61036 1.394 -0.838 0.925 0.159
```
Forces are in eV/Å.

Output
E in Eh: -293.01987
Structure (SMILES): F/C=N/F
Energy relative to the best compared isomer or geometry (same formula, charge and spin) in kcal/mol: 103.5



The following is a quantum chemistry calculation of the molecule CHF2NO in a non-equilibrium geometry, from OMol25.

Geometry as XYZ:
```
6
Properties=species:S:1:pos:R:3:forces:R:3:nbo_charge:R:1
C -0.06307 -0.46255 0.13620 1.351 3.312 0.084 0.971
N 0.61744 0.85758 -0.14948 -0.034 -1.375 1.835 -0.354
O 0.21777 -0.15676 -1.12353 -0.715 -1.222 -1.347 -0.366
F -1.31806 -0.46450 0.55127 -0.230 -0.190 -0.194 -0.301
F 0.61500 -1.38948 0.77204 0.035 -0.155 -0.216 -0.288
H -0.06908 1.61571 -0.18651 -0.407 -0.370 -0.162 0.338
```
Forces are in eV/Å.

Output
E in Eh: -368.34395
Structure (SMILES): FC1(F)NO1
Energy relative to the best compared isomer or geometry (same formula, charge and spin) in kcal/mol: 12.6



The following is a quantum chemistry calculation of the molecule CHF2NO in a non-equilibrium geometry, from OMol25.

Geometry as XYZ:
```
6
Properties=species:S:1:pos:R:3:forces:R:3:nbo_charge:R:1
C 0.21258 -0.63305 -1.36169 0.207 -4.352 2.457 0.808
N 0.02670 -0.72110 -0.03534 -0.727 2.468 -2.168 -0.113
O -0.47043 -1.49274 0.86869 0.959 0.287 -1.655 -0.478
F 0.64993 0.48456 -1.84824 0.294 0.333 -0.515 -0.273
F 0.49348 -1.73422 -2.06788 -0.498 1.374 0.093 -0.285
H 0.04769 0.30768 0.09597 -0.235 -0.110 1.788 0.341
```
Forces are in eV/Å.

Output
E in Eh: -368.29794
Structure (SMILES): [O-][NH+]=C(F)F
Energy relative to the best compared isomer or geometry (same formula, charge and spin) in kcal/mol: 41.5



The following is a quantum chemistry calculation of the molecule CHF2NO2S in a non-equilibrium geometry, from OMol25.

Geometry as XYZ:
```
8
Properties=species:S:1:pos:R:3:forces:R:3:nbo_charge:R:1
C 1.09105 0.54471 -0.21700 1.676 0.978 -1.141 0.616
N -1.32165 0.52927 0.23157 2.256 -1.014 -1.990 -1.060
O 1.92432 0.75347 0.58427 -0.503 -0.289 -0.243 -0.451
O -0.18891 -1.61059 1.06997 1.021 1.049 -1.897 -0.822
F 0.99023 1.23851 -1.38808 -0.226 -1.105 1.255 -0.300
F -0.47380 -1.26751 -1.43913 0.637 0.862 1.976 -0.470
S -0.27258 -0.58037 0.05372 -3.705 -0.201 0.584 2.094
H -1.74866 0.39252 1.10468 -1.156 -0.278 1.456 0.393
```
Forces are in eV/Å.

Output
E in Eh: -841.77851
Structure (SMILES): N=[S@@](=O)(F)C(=O)F
Energy relative to the best compared isomer or geometry (same formula, charge and spin) in kcal/mol: 41.7



Copy entry 7 word for word.
The following is a quantum chemistry calculation of the molecule CHF2NO in a non-equilibrium geometry, from OMol25.

Geometry as XYZ:
```
6
Properties=species:S:1:pos:R:3:forces:R:3:nbo_charge:R:1
C 0.21258 -0.63305 -1.36169 0.207 -4.352 2.457 0.808
N 0.02670 -0.72110 -0.03534 -0.727 2.468 -2.168 -0.113
O -0.47043 -1.49274 0.86869 0.959 0.287 -1.655 -0.478
F 0.64993 0.48456 -1.84824 0.294 0.333 -0.515 -0.273
F 0.49348 -1.73422 -2.06788 -0.498 1.374 0.093 -0.285
H 0.04769 0.30768 0.09597 -0.235 -0.110 1.788 0.341
```
Forces are in eV/Å.

Output
E in Eh: -368.29794
Structure (SMILES): [O-][NH+]=C(F)F
Energy relative to the best compared isomer or geometry (same formula, charge and spin) in kcal/mol: 41.5



Q: Which formula does entry 3 have?
A: CHDyF3NO4S2



Q: What is the formula in the fourth record?
A: CHErF3O



Q: Which formula does entry 6 have?
A: CHF2NO